C20H56O12 | ωB97M-V with the def2-TZVPD basis set

The calculation puts the energy above the lowest of the compared OMol25 structures with the same formula, charge and spin at 58.0 kJ/mol. The spin multiplicity is 1. Its SMILES is CC(C)O.CC(C)O.CC(C)O.CC(C)O.OCCO.OCCO.OCCO.OCCO. Its orbital gap is 0.3569 Ha.

Last column: Löwdin charge in e.
Atoms and positions in Å:
C (-10.00259, -10.09613, 18.77603)  -0.068
C (-10.71079, -9.46529, 17.61857)  -0.499
C (-9.75624, -9.08346, 16.45425)  -0.032
O (-11.62632, -10.40756, 17.10739)  -0.056
H (-10.65932, -10.33196, 19.61203)  0.080
H (-9.23834, -9.43748, 19.13564)  0.069
H (-9.57955, -11.03610, 18.38832)  0.094
H (-11.30069, -8.65401, 18.03210)  0.132
H (-8.80925, -8.82087, 16.86153)  0.053
H (-10.16424, -8.26656, 15.80386)  0.078
H (-9.68616, -9.99882, 15.86914)  0.079
H (-12.44138, -10.04009, 16.85974)  0.002
C (-16.77183, -5.08134, 18.27258)  -0.029
C (-16.39709, -6.46911, 18.95929)  -0.444
C (-16.22521, -6.37854, 20.51954)  -0.037
O (-17.39605, -7.44179, 18.59237)  -0.095
H (-17.85786, -4.95297, 18.54475)  0.098
H (-16.49471, -5.05133, 17.21711)  0.069
H (-16.29759, -4.30153, 18.82228)  0.052
H (-15.43792, -6.85049, 18.50063)  0.137
H (-17.19212, -6.05314, 20.90461)  0.082
H (-15.40248, -5.70294, 20.70980)  0.079
H (-16.10060, -7.40498, 20.80236)  0.063
H (-17.24445, -8.26430, 19.08534)  0.103
C (-9.79331, -13.20801, 9.24999)  -0.068
C (-10.52664, -12.67296, 10.43742)  -0.526
C (-9.63046, -11.63012, 11.08118)  -0.063
O (-11.68032, -12.03916, 9.98035)  -0.039
H (-10.41550, -13.89640, 8.69282)  0.078
H (-8.89672, -13.77649, 9.49829)  0.083
H (-9.47612, -12.37582, 8.65461)  0.071
H (-10.81500, -13.40022, 11.19606)  0.140
H (-10.19009, -10.94993, 11.64911)  0.046
H (-9.15976, -11.03112, 10.22802)  0.100
H (-8.79622, -12.07755, 11.64338)  0.083
H (-12.41948, -12.16563, 10.55415)  0.035
C (-11.88349, -6.64884, 12.91842)  -0.030
C (-13.20974, -6.96076, 13.53980)  -0.455
C (-13.83926, -5.76932, 14.18337)  -0.036
O (-14.23353, -7.53466, 12.70328)  -0.120
H (-11.03013, -6.53071, 13.58032)  0.084
H (-11.92034, -5.65935, 12.55683)  0.063
H (-11.60838, -7.35120, 12.17057)  0.075
H (-13.08292, -7.73957, 14.32543)  0.132
H (-14.67798, -6.13794, 14.79832)  0.088
H (-14.24057, -5.04725, 13.47159)  0.087
H (-13.14206, -5.21185, 14.74843)  0.073
H (-13.87315, -8.30355, 12.14641)  0.111
C (-13.95604, -6.35961, 9.16458)  -0.206
C (-14.73901, -5.35046, 10.10976)  -0.193
O (-15.64129, -6.11629, 10.89666)  -0.092
O (-14.87447, -7.35834, 8.74708)  -0.086
H (-13.03126, -6.67311, 9.64372)  0.099
H (-13.61673, -5.89897, 8.24001)  0.107
H (-15.39105, -4.69004, 9.55216)  0.113
H (-14.15172, -4.71284, 10.72066)  0.095
H (-15.14494, -6.53191, 11.60527)  0.029
H (-15.63875, -7.27836, 9.34121)  0.068
C (-17.62657, -8.25251, 13.71006)  -0.206
C (-17.88328, -8.63206, 15.16603)  -0.217
O (-16.74555, -8.27137, 15.93091)  -0.105
O (-16.41978, -8.67551, 13.11494)  -0.077
H (-17.73586, -7.16001, 13.60139)  0.133
H (-18.36662, -8.58936, 13.05855)  0.101
H (-18.06655, -9.69058, 15.43087)  0.123
H (-18.75045, -8.08295, 15.46256)  0.111
H (-17.15327, -8.04772, 16.80983)  0.066
H (-15.72283, -8.16764, 13.47483)  0.018
C (-15.33078, -11.53805, 10.24854)  -0.181
C (-15.32394, -10.10764, 10.84241)  -0.222
O (-14.02462, -9.54060, 10.74871)  -0.100
O (-14.39276, -12.40647, 10.94170)  -0.080
H (-15.05579, -11.57566, 9.16671)  0.139
H (-16.36170, -11.78702, 10.41163)  0.104
H (-15.53775, -10.09703, 11.93840)  0.104
H (-16.03256, -9.48279, 10.23489)  0.135
H (-13.92153, -9.16931, 9.83890)  0.103
H (-14.57043, -12.25101, 11.87257)  0.044
C (-14.99584, -11.59170, 15.11279)  -0.252
C (-14.07839, -10.43585, 14.92386)  -0.217
O (-13.98232, -9.52795, 16.03187)  -0.085
O (-15.14976, -12.42894, 14.00079)  -0.048
H (-15.98560, -11.25871, 15.37391)  0.110
H (-14.70415, -12.17461, 16.01308)  0.139
H (-14.32975, -9.89629, 14.04399)  0.086
H (-13.05763, -10.78996, 14.77773)  0.131
H (-14.83889, -9.12337, 16.28013)  0.082
H (-14.29609, -12.88865, 13.86823)  0.110


C25H24Br2O7 | ωB97M-V with the def2-TZVPD basis set

The net charge is -2. The spin multiplicity is 1. Its orbital gap is 0.0901 Ha.

Last column: natural (NBO) charge in e.
Atoms and positions in Å:
C (4.30666, -1.64048, 3.37752)  -0.610
C (4.12803, -0.11980, 3.13619)  -0.402
C (4.47724, 0.30808, 1.69323)  -0.431
C (3.44167, 1.12171, 0.94281)  -0.035
C (3.52867, 1.34432, -0.37561)  -0.052
C (4.62714, 0.84096, -1.27590)  -0.435
C (5.61556, 1.90830, -1.74659)  -0.419
C (6.40437, 2.57752, -0.62196)  -0.421
Br (5.62641, 4.28540, -0.11615)  -0.020
C (2.44967, 2.11776, -1.07925)  0.541
O (2.71111, 2.86200, -2.01071)  -0.566
C (1.08669, 1.90583, -0.55187)  -0.182
C (0.99008, 1.68757, 0.82007)  -0.127
C (-0.22836, 1.44491, 1.40816)  -0.174
C (-1.35319, 1.40447, 0.59807)  -0.154
C (-1.28834, 1.62547, -0.76635)  -0.024
C (-2.54584, 1.54481, -1.59866)  -0.432
C (-3.29192, 0.20015, -1.42574)  -0.429
C (-2.36284, -1.01902, -1.32568)  -0.452
Br (-2.45100, -1.83233, 0.42006)  0.040
C (-0.05081, 1.89022, -1.35325)  0.330
O (0.01114, 2.12575, -2.68933)  -0.664
C (2.23587, 1.69218, 1.62804)  0.552
O (2.27591, 2.15189, 2.75116)  -0.532
H (4.60964, -2.17361, 2.47824)  0.196
H (3.34526, -2.07034, 3.65973)  0.216
H (4.98000, -1.85232, 4.20452)  0.201
H (4.82410, 0.38266, 3.80475)  0.200
H (3.12244, 0.14390, 3.42798)  0.231
H (5.43525, 0.82641, 1.70415)  0.211
H (4.61823, -0.60555, 1.11508)  0.213
H (4.12224, 0.47047, -2.17337)  0.225
H (5.14244, -0.01982, -0.85564)  0.213
H (5.15797, 2.64935, -2.39207)  0.246
H (6.36624, 1.39570, -2.35800)  0.202
H (6.49953, 1.93206, 0.24391)  0.209
H (7.40226, 2.81524, -0.97489)  0.213
H (-0.30072, 1.25603, 2.46807)  0.228
H (-2.30815, 1.17204, 1.04669)  0.243
H (-3.19839, 2.35687, -1.27428)  0.216
H (-2.28674, 1.68253, -2.64475)  0.217
H (-3.95225, 0.04436, -2.27361)  0.248
H (-3.87916, 0.23702, -0.51211)  0.248
H (-2.75296, -1.78006, -1.99520)  0.243
H (-1.33223, -0.82715, -1.61816)  0.184
H (0.88331, 1.88281, -3.01568)  0.489
C (-6.89038, -3.21535, 1.21283)  -0.570
C (-6.06008, -2.58084, 0.29220)  0.413
C (-6.45885, -2.71319, -1.20191)  0.420
O (-5.79331, -2.10807, -2.07086)  -0.732
C (-7.56416, -3.52950, -1.52694)  -0.575
C (-8.40446, -4.18604, -0.61046)  0.422
C (-8.05875, -3.96733, 0.89685)  0.428
O (-8.78641, -4.44339, 1.78081)  -0.685
O (-9.37830, -4.90602, -0.89538)  -0.702
O (-5.02563, -1.91418, 0.53679)  -0.767
H (-6.66254, -3.14527, 2.27415)  0.178
H (-7.75937, -3.63708, -2.59170)  0.177


C19H20Cl45InPS | ωB97M-V with the def2-TZVPD basis set

The net charge is -1. The spin multiplicity is 1. Its orbital gap is 0.2259 Ha.

Last column: Löwdin charge in e.
Atoms and positions in Å:
C (3.15029, -3.78993, 2.85598)  -0.114
C (3.01154, -2.20252, 2.48583)  -0.469
C (4.43096, -1.43745, 2.67518)  -0.129
C (1.90959, -1.61838, 3.54534)  -0.297
In (-0.09763, -1.73431, 2.51627)  0.534
C (0.04668, -3.05634, 0.66125)  -0.252
C (-1.77177, -2.58004, 3.77306)  -0.300
C (-3.15590, -2.40249, 2.90987)  -0.361
C (-3.88723, -3.80140, 2.60578)  -0.544
Cl (-4.43124, -3.88270, 0.82806)  0.421
P (-0.81398, 0.67979, 1.94053)  0.140
S (-1.65372, 0.61977, 0.17676)  -0.082
H (4.11955, -3.89182, 3.45496)  0.066
H (3.13389, -4.42891, 1.89844)  0.073
H (2.21790, -4.09261, 3.46192)  0.067
H (2.63201, -2.13805, 1.39800)  0.092
H (4.84165, -1.78179, 3.69817)  0.079
H (5.16509, -1.64424, 1.81570)  0.074
H (4.26667, -0.30239, 2.76835)  0.022
H (2.18923, -0.50006, 3.67258)  -0.011
H (2.00462, -2.21678, 4.51400)  0.039
H (-1.01834, -3.08239, 0.20815)  -0.021
H (0.31589, -4.10359, 1.05891)  -0.014
H (0.80488, -2.65011, -0.09311)  -0.021
H (-1.64917, -3.71023, 3.95363)  0.025
H (-1.96654, -2.02348, 4.76028)  0.025
H (-2.89911, -1.93359, 1.88129)  0.045
H (-3.85275, -1.62726, 3.41384)  0.093
H (-3.17202, -4.68706, 2.78290)  0.075
H (-4.82786, -3.85654, 3.25920)  0.074
H (0.30142, 1.58398, 1.96521)  -0.131
H (-1.81650, 1.09725, 2.90526)  -0.135
C (5.07522, 2.29087, 0.29034)  -1.971
Cl (6.32826, 1.77084, 1.43932)  0.507
Cl (5.11883, 4.06091, 0.11907)  0.470
Cl (5.36976, 1.53401, -1.29094)  0.531
Cl (3.47738, 1.80481, 0.89505)  0.508
C (-4.17146, 2.60328, -2.93546)  -1.988
Cl (-3.42435, 3.81206, -4.00519)  0.508
Cl (-5.63268, 1.94798, -3.71170)  0.504
Cl (-3.01900, 1.29156, -2.62616)  0.446
Cl (-4.60812, 3.36200, -1.38985)  0.462
C (1.66149, 2.69368, 4.95068)  -1.983
Cl (2.87785, 2.63239, 6.24639)  0.518
Cl (0.80558, 4.25144, 5.01431)  0.512
Cl (2.46366, 2.52524, 3.37246)  0.454
Cl (0.49574, 1.36976, 5.16396)  0.547
C (-5.78054, 2.18666, 2.52478)  -2.012
Cl (-5.65355, 3.90612, 2.08814)  0.498
Cl (-4.37140, 1.71902, 3.50132)  0.524
Cl (-7.26716, 1.92252, 3.46503)  0.502
Cl (-5.83002, 1.20349, 1.04723)  0.512
C (-1.23492, -1.78090, -4.54201)  -1.965
Cl (-1.05743, -1.22848, -2.86322)  0.512
Cl (-2.79910, -1.23375, -5.18696)  0.474
Cl (0.08240, -1.10146, -5.52808)  0.452
Cl (-1.15891, -3.55650, -4.59587)  0.516
C (3.94636, 0.29503, -7.03708)  -2.004
Cl (4.02489, 1.84797, -6.17595)  0.518
Cl (4.06895, 0.58142, -8.78802)  0.506
Cl (5.29074, -0.74242, -6.51132)  0.513
Cl (2.40200, -0.50682, -6.67284)  0.457
C (3.69279, 7.77023, 1.88950)  -2.016
Cl (3.48659, 6.02151, 2.12298)  0.480
Cl (4.18213, 8.08911, 0.21016)  0.513
Cl (2.15644, 8.59888, 2.22620)  0.506
Cl (4.94669, 8.37304, 2.99652)  0.513
C (-1.43356, 5.64602, -0.39489)  -2.004
Cl (-1.71525, 3.89789, -0.25388)  0.460
Cl (-0.92815, 6.03568, -2.05508)  0.499
Cl (-2.93349, 6.52356, -0.01265)  0.494
Cl (-0.15594, 6.13649, 0.74188)  0.486
C (-5.49936, -3.88699, -3.86353)  -1.983
Cl (-4.28997, -4.50017, -2.71704)  0.516
Cl (-5.39070, -2.11565, -3.94776)  0.487
Cl (-5.19196, -4.57568, -5.47446)  0.466
Cl (-7.12598, -4.35599, -3.31608)  0.505
C (-7.59882, -7.03070, -7.50372)  -2.010
Cl (-7.43763, -6.49305, -5.81868)  0.469
Cl (-9.15754, -6.47818, -8.15694)  0.511
Cl (-6.27490, -6.34526, -8.47288)  0.509
Cl (-7.52408, -8.80601, -7.57168)  0.509
C (9.83011, 3.44804, 0.67723)  -2.012
Cl (10.01704, 4.07475, 2.33035)  0.514
Cl (8.23705, 3.91520, 0.04412)  0.478
Cl (11.10480, 4.12611, -0.36097)  0.509
Cl (9.96363, 1.67553, 0.69725)  0.511


C4H10O2 | ωB97M-V with the def2-TZVPD basis set

The calculation puts the energy above the lowest of the compared OMol25 structures with the same formula, charge and spin at 447.2 kJ/mol. The spin multiplicity is 1. Its orbital gap is 0.3548 Ha.

Last column: natural (NBO) charge in e.
Atoms and positions in Å:
C (-0.79117, -1.94196, 0.94083)  0.012
O (-1.71798, -1.12926, 0.67392)  -0.624
C (-1.06958, 0.69407, -0.29268)  -0.262
C (0.28841, 0.86571, -0.13350)  0.114
C (1.25429, 0.91089, -1.29749)  -0.624
O (0.79850, 1.56912, 0.94662)  -0.695
H (-0.49855, -2.10974, 1.99410)  0.148
H (-0.62920, -2.82197, 0.29263)  0.146
H (0.45645, -1.34203, 0.60383)  0.028
H (-1.78813, 1.11941, 0.39685)  0.221
H (-1.46004, 0.33473, -1.23582)  0.223
H (0.52805, -0.50818, 0.22779)  0.169
H (2.25201, 0.59773, -0.97957)  0.221
H (1.32694, 1.93170, -1.68755)  0.225
H (0.91369, 0.25257, -2.10022)  0.221
H (0.13631, 1.57721, 1.65027)  0.478


Q: Which of these has the highest orbital gap?
A: C20H56O12